{"formula": "C20H55FInN5O7P", "method": "ωB97M-V with the def2-TZVPD basis set", "e_lumo_ev": 2.4, "charge": -1, "species": ["C", "C", "F", "In", "N", "O", "P", "N", "H", "H", "H", "H", "H", "H", "H", "H", "H", "H", "C", "O", "C", "C", "N", "C", "C", "O", "C", "H", "H", "H", "H", "H", "H", "H", "H", "H", "H", "H", "H", "H", "H", "H", "C", "O", "C", "C", "N", "C", "C", "O", "C", "H", "H", "H", "H", "H", "H", "H", "H", "H", "H", "H", "H", "H", "H", "H", "C", "O", "C", "C", "N", "C", "C", "O", "C", "H", "H", "H", "H", "H", "H", "H", "H", "H", "H", "H", "H", "H", "H", "H"], "positions_angstrom": [[1.953759, 1.849342, -0.114134], [0.650951, 2.042413, -0.884292], [1.004684, 2.416365, -2.224833], [-0.712322, 0.285226, -0.889511], [-0.070471, -1.279482, 0.379973], [-0.933211, -0.481340, -2.782760], [-3.019058, 1.052821, -0.052920], [-4.134161, 1.636219, -1.033065], [1.939844, 0.969050, 0.532038], [2.757182, 1.693182, -0.835221], [2.232052, 2.706712, 0.505411], [0.117781, 2.916544, -0.503713], [-0.321248, -1.042672, 1.336671], [0.942518, -1.375305, 0.384939], [-0.202135, -1.080154, -2.962381], [-3.543676, 0.056719, 0.828836], [-2.737503, 1.962166, 1.005126], [-3.843451, 1.543211, -1.999743], [-0.450022, 2.970656, -9.808915], [-1.301156, 1.965930, -9.311347], [-0.623513, 0.828128, -8.782400], [-0.786353, 0.731334, -7.281334], [-0.098513, 1.818208, -6.611790], [-0.255914, 1.839225, -5.155774], [-1.660774, 2.025142, -4.604605], [-2.213479, 3.311190, -4.870028], [-2.947944, 3.413914, -6.062683], [-1.081565, 3.728085, -10.271604], [0.149713, 3.440221, -9.021452], [0.239131, 2.576160, -10.565511], [0.441049, 0.882198, -9.033924], [-1.048762, -0.060388, -9.257183], [-0.346720, -0.216653, -6.952534], [-1.860180, 0.675486, -7.051905], [-0.421528, 2.697864, -6.994998], [0.373111, 2.637040, -4.758916], [0.123345, 0.901936, -4.742494], [-1.600640, 1.899133, -3.524967], [-2.347736, 1.250050, -4.963127], [-3.488320, 2.486250, -6.284889], [-2.325163, 3.649974, -6.934644], [-3.676429, 4.216542, -5.937234], [-0.020822, -4.604655, 1.464790], [1.062262, -5.475958, 1.177643], [2.087939, -4.865345, 0.404374], [3.376296, -4.804223, 1.198669], [3.246927, -3.887179, 2.316153], [4.355128, -3.879360, 3.253909], [4.648452, -5.165268, 4.022748], [3.638896, -5.528799, 4.947825], [2.582465, -6.306295, 4.419261], [-0.801904, -5.202515, 1.932601], [0.271074, -3.794481, 2.142199], [-0.408335, -4.128133, 0.561725], [1.781512, -3.860837, 0.098525], [2.247911, -5.469090, -0.493780], [4.182527, -4.453214, 0.544812], [3.629146, -5.832399, 1.499370], [2.377163, -4.064924, 2.800716], [4.174586, -3.086390, 3.983801], [5.265439, -3.605765, 2.707115], [5.554369, -5.006131, 4.613115], [4.840659, -6.003209, 3.341245], [2.937748, -6.981933, 3.634411], [1.779479, -5.698235, 3.994827], [2.174092, -6.898696, 5.237862], [0.053290, 4.827251, 5.427332], [0.124853, 3.571268, 6.066006], [-1.012332, 3.239870, 6.852653], [-1.769885, 2.075447, 6.250143], [-2.380621, 2.455857, 4.991146], [-3.050609, 1.381242, 4.269847], [-2.199302, 0.204151, 3.804393], [-1.247480, 0.551549, 2.818463], [0.008716, 0.996336, 3.285115], [1.016368, 4.998851, 4.949941], [-0.732170, 4.865856, 4.664943], [-0.134252, 5.632261, 6.147102], [-1.675600, 4.106696, 6.939069], [-0.661792, 2.969376, 7.852605], [-2.559903, 1.779901, 6.949926], [-1.077146, 1.225070, 6.170242], [-1.680794, 2.873796, 4.391381], [-3.523116, 1.815621, 3.386778], [-3.854648, 0.989030, 4.903400], [-2.868241, -0.520294, 3.334300], [-1.697405, -0.298816, 4.641516], [0.281920, 0.505022, 4.225765], [0.039378, 2.078958, 3.444611], [0.744584, 0.740095, 2.523240]], "forces_ev_per_angstrom": [[0.071, -0.008, 0.036], [0.064, 0.032, -0.097], [-0.023, -0.012, 0.073], [-0.048, 0.010, 0.177], [0.133, -0.021, -0.002], [0.064, -0.013, -0.073], [-0.052, 0.012, -0.065], [-0.053, 0.024, -0.014], [-0.077, -0.015, 0.017], [0.017, -0.030, -0.038], [-0.002, 0.066, -0.044], [-0.026, -0.009, 0.049], [-0.040, -0.043, -0.027], [-0.007, -0.008, 0.018], [-0.077, -0.039, -0.002], [0.071, -0.033, -0.010], [0.014, 0.034, -0.042], [0.003, -0.015, 0.029], [0.041, 0.017, -0.028], [-0.012, -0.005, 0.018], [0.058, 0.018, 0.022], [0.006, -0.050, -0.009], [-0.022, 0.066, -0.077], [0.024, -0.035, 0.043], [0.025, -0.118, -0.003], [0.049, 0.027, -0.025], [-0.054, -0.026, -0.014], [0.002, 0.006, 0.010], [-0.008, -0.023, 0.016], [-0.027, -0.003, -0.018], [-0.003, -0.026, 0.014], [-0.018, 0.007, -0.012], [-0.004, 0.019, 0.036], [-0.012, 0.016, -0.029], [-0.043, 0.010, 0.045], [-0.001, 0.000, -0.001], [-0.002, 0.000, -0.009], [-0.033, 0.155, 0.027], [0.024, -0.010, -0.018], [-0.025, 0.013, 0.029], [0.020, -0.012, 0.008], [0.009, 0.007, -0.002], [-0.089, 0.066, -0.064], [0.068, 0.032, 0.052], [0.000, 0.020, 0.005], [0.003, -0.018, -0.040], [-0.027, -0.045, 0.033], [0.024, 0.004, 0.008], [-0.024, 0.009, -0.008], [-0.007, 0.024, -0.012], [-0.003, -0.022, -0.016], [0.020, -0.023, 0.003], [0.010, -0.015, 0.008], [-0.029, -0.006, 0.021], [0.024, 0.000, 0.001], [-0.024, 0.000, -0.012], [-0.006, 0.013, 0.009], [0.001, -0.002, 0.005], [-0.001, 0.016, 0.005], [0.001, -0.001, -0.001], [-0.007, 0.002, -0.005], [0.007, -0.011, 0.004], [0.008, 0.011, -0.012], [0.007, -0.021, 0.026], [0.011, 0.007, -0.006], [-0.006, 0.003, -0.002], [-0.003, 0.054, 0.011], [-0.010, -0.031, -0.018], [-0.045, 0.024, -0.020], [0.000, -0.005, 0.036], [0.067, 0.028, -0.025], [-0.046, -0.021, -0.004], [-0.014, 0.026, -0.003], [0.015, -0.001, -0.009], [0.017, -0.019, 0.027], [-0.008, -0.002, -0.010], [-0.009, -0.024, 0.012], [0.030, -0.006, 0.008], [-0.014, -0.020, 0.009], [0.018, 0.006, 0.003], [-0.010, -0.010, -0.024], [0.020, 0.010, -0.001], [-0.003, -0.023, -0.028], [-0.005, -0.005, 0.002], [0.009, 0.008, 0.011], [0.020, -0.024, -0.005], [-0.015, 0.022, 0.024], [0.013, -0.021, -0.020], [-0.017, -0.001, 0.011], [0.002, 0.003, 0.003]], "lowdin_charge": [-0.1389, -0.4091, -0.1591, 0.6474, -0.1640, -0.3992, 0.4931, -0.4287, 0.0277, 0.0695, 0.0611, 0.0630, -0.0749, -0.0586, -0.0507, -0.0879, -0.0937, -0.1032, -0.1310, -0.1970, -0.2204, -0.2241, -0.0501, -0.1936, -0.2146, -0.1713, -0.1243, 0.0837, 0.0812, 0.0830, 0.1168, 0.1167, 0.1263, 0.1097, 0.0750, 0.1130, 0.1054, 0.0922, 0.1127, 0.0859, 0.0690, 0.0824, -0.1171, -0.2041, -0.2146, -0.2209, -0.0487, -0.2063, -0.2301, -0.1834, -0.1041, 0.0826, 0.0732, 0.0750, 0.1141, 0.1197, 0.1220, 0.1036, 0.0804, 0.1180, 0.1160, 0.1169, 0.1066, 0.0868, 0.0731, 0.0845, -0.1200, -0.1964, -0.2216, -0.2255, -0.0494, -0.1974, -0.2229, -0.2368, -0.0878, 0.0873, 0.0838, 0.0847, 0.1195, 0.1181, 0.1223, 0.1065, 0.0801, 0.1079, 0.1171, 0.1167, 0.1107, 0.0908, 0.0797, 0.0691]}



{"formula": "C20H55N5O5", "method": "ωB97M-V with the def2-TZVPD basis set", "e_lumo_ev": 0.6, "smiles": "COC[C@H](C)N.COC[C@H](C)N.COC[C@H](C)N.COC[C@H](C)N.COC[C@H](C)N", "charge": 0, "species": ["C", "C", "C", "O", "C", "N", "H", "H", "H", "H", "H", "H", "H", "H", "H", "H", "H", "C", "C", "C", "O", "C", "N", "H", "H", "H", "H", "H", "H", "H", "H", "H", "H", "H", "C", "C", "C", "O", "C", "N", "H", "H", "H", "H", "H", "H", "H", "H", "H", "H", "H", "C", "C", "C", "O", "C", "N", "H", "H", "H", "H", "H", "H", "H", "H", "H", "H", "H", "C", "C", "C", "O", "C", "N", "H", "H", "H", "H", "H", "H", "H", "H", "H", "H", "H"], "positions_angstrom": [[-9.446900, -19.863250, 30.662170], [-10.399820, -20.980920, 30.518900], [-10.659270, -21.419610, 29.137350], [-11.333230, -20.516720, 28.327440], [-12.047860, -21.084700, 27.186760], [-9.870670, -22.112850, 31.309910], [-8.453890, -20.103950, 30.282570], [-9.490650, -19.592470, 31.717100], [-9.658040, -18.927010, 30.145480], [-11.377990, -20.722380, 30.924430], [-11.328190, -22.241120, 29.393790], [-9.803430, -21.832550, 28.603390], [-11.881150, -20.318450, 26.429680], [-13.128200, -21.136030, 27.322150], [-11.667610, -21.973990, 26.684090], [-10.513230, -22.891560, 31.281070], [-9.690340, -21.904520, 32.281600], [-1.331500, -17.172320, 25.658160], [-1.676680, -16.293010, 26.942600], [-2.470740, -15.036710, 26.673530], [-1.854850, -13.869180, 26.103890], [-0.779070, -13.254790, 26.809360], [-2.517220, -17.180960, 27.728090], [-0.732320, -16.592440, 24.956150], [-2.163280, -17.566540, 25.074350], [-0.821190, -18.057010, 26.038950], [-0.798930, -16.128910, 27.567680], [-3.052010, -14.747470, 27.549070], [-3.277760, -15.380270, 26.026400], [-0.673870, -12.207230, 26.527130], [0.170970, -13.691080, 26.500870], [-0.966550, -13.263210, 27.883080], [-3.178230, -17.646540, 27.122770], [-1.789730, -17.870040, 27.854750], [-3.562950, -20.287390, 23.510750], [-4.727190, -19.279310, 23.618500], [-6.135770, -19.790080, 23.557980], [-7.046280, -18.625550, 23.562890], [-8.444140, -18.941780, 23.274810], [-4.673970, -18.516720, 24.855920], [-3.567010, -20.799020, 22.548290], [-3.710420, -21.090940, 24.232320], [-2.590630, -19.804240, 23.414500], [-4.634720, -18.638620, 22.741540], [-6.276120, -20.575730, 24.300380], [-6.220130, -20.280140, 22.588020], [-8.499600, -18.611700, 22.237470], [-9.217530, -18.387430, 23.806470], [-8.727650, -19.994150, 23.259310], [-4.698290, -19.231670, 25.568910], [-5.559960, -18.096170, 25.097300], [-0.291770, -20.850120, 26.381110], [-1.552450, -20.670480, 27.098020], [-2.339620, -22.013790, 27.084350], [-3.681340, -21.870970, 27.551320], [-4.594390, -22.777480, 27.210170], [-1.214390, -19.998560, 28.408190], [0.433370, -20.044910, 26.499030], [-0.487290, -20.984660, 25.317260], [0.271780, -21.737720, 26.668670], [-2.197120, -19.952170, 26.591530], [-1.829380, -22.803130, 27.636340], [-2.312140, -22.315170, 26.037200], [-4.835570, -22.794640, 26.147320], [-5.577550, -22.661240, 27.666230], [-4.174190, -23.708850, 27.589740], [-1.935670, -20.178970, 29.091790], [-0.401330, -20.414060, 28.839930], [-6.815630, -16.784330, 28.487310], [-6.163950, -18.014480, 29.044700], [-5.673630, -18.988790, 27.972650], [-6.556230, -19.296430, 26.887920], [-7.723080, -20.032010, 27.244010], [-5.166220, -17.579970, 29.910370], [-7.124550, -16.206880, 29.358640], [-7.735570, -17.019810, 27.952190], [-6.076270, -16.242060, 27.897910], [-6.874660, -18.667240, 29.551550], [-5.322140, -19.887500, 28.479480], [-4.800960, -18.496770, 27.543160], [-8.403600, -19.461600, 27.876170], [-7.519440, -20.952360, 27.791350], [-8.248620, -20.248990, 26.314050], [-4.321710, -17.337420, 29.412300], [-5.380230, -16.654980, 30.254890]], "forces_ev_per_angstrom": [[0.524, 1.530, 0.325], [0.102, 0.312, 1.195], [-0.814, -2.235, -0.577], [-0.856, 0.031, -0.897], [0.740, 1.789, -0.218], [0.110, -0.359, -0.851], [0.149, -0.417, 0.568], [0.820, 0.101, 0.138], [-0.727, -0.144, -0.264], [-0.205, 0.547, -0.021], [-0.260, -0.804, -0.807], [0.431, -0.025, 0.198], [-0.271, 0.129, -0.154], [0.084, -0.277, 0.523], [0.342, -0.439, 0.873], [-0.070, -0.121, 0.050], [-0.075, 0.375, -0.076], [0.731, 1.431, 0.520], [-0.489, -0.743, -1.792], [-0.338, 0.709, -0.104], [-0.079, -0.386, -0.342], [-0.429, -0.318, -0.264], [0.312, -0.046, 1.033], [0.444, -0.230, -0.034], [-0.629, 0.454, 0.468], [0.495, 0.119, -0.221], [0.267, 0.253, -0.317], [0.467, 0.092, 0.670], [0.100, 0.421, -0.735], [-0.549, 0.048, -0.260], [0.138, -0.407, 0.488], [0.298, -0.279, 0.175], [-0.181, 0.131, -0.422], [-0.565, -1.118, 1.091], [-1.226, -0.189, -0.816], [-0.076, 1.006, -0.134], [-0.610, -0.226, -1.885], [-0.189, -1.918, 1.265], [1.097, 0.322, -1.637], [1.352, 0.091, 0.904], [-0.619, -0.110, -0.265], [0.712, 0.168, 0.462], [-0.015, 0.138, 1.104], [0.119, 0.523, 0.125], [-0.635, 0.365, 0.594], [-0.497, -0.223, -0.302], [-0.621, -0.092, -0.229], [0.675, 0.205, 0.650], [0.472, -0.189, 0.427], [0.540, -0.349, 0.408], [-0.334, 0.467, -0.761], [1.638, -0.524, -1.584], [-1.115, 0.369, 2.136], [-0.261, 0.480, 0.043], [2.137, 3.903, 0.868], [-0.962, -2.551, -0.458], [-0.654, -0.897, -0.423], [-0.357, 0.314, -0.003], [0.121, 0.125, -0.168], [-0.185, -0.290, 0.336], [-0.064, 0.034, -0.229], [0.139, -0.076, 0.337], [-0.330, -0.170, -0.292], [0.377, -0.303, -0.483], [0.235, 0.585, 0.570], [-0.614, -0.999, -0.546], [-0.524, 0.225, 0.042], [0.396, -0.211, -0.251], [-1.131, -0.332, -0.109], [-2.164, -1.029, -1.539], [0.815, 0.536, -0.044], [-0.096, -0.054, 0.932], [0.017, 0.495, -0.033], [2.557, 0.217, 1.658], [0.005, 0.393, -0.138], [0.111, 0.221, -0.484], [-0.251, 0.175, -0.187], [-0.532, 0.502, 0.690], [-0.006, -0.320, -0.105], [0.003, -0.273, -0.431], [-0.053, 0.263, 0.018], [0.371, -0.229, -0.076], [0.085, -0.104, 0.010], [0.649, -0.505, -0.459], [-0.521, -0.082, 0.526]], "lowdin_charge": [-0.0727, -0.4678, -0.2653, -0.1675, -0.0709, 0.0414, 0.0695, 0.0835, 0.0836, 0.1417, 0.1198, 0.1273, 0.0774, 0.0824, 0.0848, 0.0636, 0.0703, -0.0346, -0.3956, -0.1982, -0.1878, -0.1091, 0.0346, 0.0706, 0.0505, 0.0456, 0.1369, 0.1147, 0.1239, 0.0784, 0.0801, 0.0870, 0.0306, 0.0278, -0.0377, -0.4307, -0.1924, -0.1926, -0.0864, 0.0635, 0.0723, 0.0648, 0.0771, 0.1361, 0.1200, 0.1194, 0.0792, 0.0787, 0.0782, 0.0394, 0.0608, -0.0992, -0.4168, -0.1583, -0.1912, -0.1655, 0.0508, 0.0829, 0.0836, 0.0866, 0.1108, 0.1285, 0.1142, 0.0862, 0.0838, 0.0939, 0.0722, 0.0674, -0.0456, -0.4985, -0.1744, -0.2030, -0.0830, 0.0504, 0.0791, 0.0762, 0.0896, 0.1099, 0.1243, 0.0860, 0.0705, 0.0796, 0.0886, 0.0443, 0.0698]}



no.,molar mass (g/mol),DFT total energy (hartree),highest occupied orbital energy (eV)
1,642.5,-2226.6915,-4.7
2,445.7,-1444.7796,-8.7